# C39H32BrN5O2SSn

A molecular structure, C39H32BrN5O2SSn (ωB97M-V with the def2-TZVPD basis set, the OMol25 dataset).

Geometry (Å):
Sn1 -0.00789 0.47357 -1.24395
O1 0.72147 3.47022 2.07218
C1 0.32011 4.60545 1.45013
C2 0.57993 5.81253 2.09603
C3 0.19632 7.00772 1.52320
C4 -0.45750 7.03160 0.29315
C5 -0.71187 5.83652 -0.34771
C6 -0.33943 4.61336 0.21880
C7 -0.68560 3.36362 -0.54695
O2 0.01181 2.23691 -0.18080
N1 -2.16523 3.12697 -0.33310
N2 -2.63528 1.95827 -0.49712
C8 -3.93887 1.73913 -0.38451
C9 -4.40807 0.42405 -0.39555
Br1 -3.13579 -0.95810 -0.26082
C10 -5.74754 0.06077 -0.35741
C11 -6.86998 0.88280 -0.65954
C12 -8.11394 0.51540 -0.09786
C13 -9.24242 1.26144 -0.35250
C14 -9.16285 2.36031 -1.20456
C15 -7.95511 2.71503 -1.80359
C16 -6.81694 1.98727 -1.53855
H1 0.57683 2.73266 1.45772
H2 1.08964 5.78308 3.04943
H3 0.41929 7.93531 2.03318
H4 -0.74703 7.96916 -0.15925
H5 -1.19691 5.84346 -1.31986
H6 -0.59776 3.55992 -1.62471
H7 -2.75067 3.93326 -0.10393
H8 -4.63269 2.55805 -0.21111
H9 -5.96036 -0.95922 -0.05671
H10 -8.16319 -0.34025 0.56376
H11 -10.18816 0.98651 0.09281
H12 -10.05600 2.92965 -1.42562
H13 -7.92041 3.54493 -2.49558
H14 -5.89986 2.21770 -2.06389
S1 6.76314 0.55497 -0.31315
C17 4.99729 0.70074 -0.50555
C18 4.43105 0.96861 -1.74618
C19 3.05721 0.93894 -1.87404
N3 2.24588 0.66259 -0.84597
C20 2.78443 0.47361 0.36808
C21 4.14635 0.49577 0.57740
C22 6.79865 -1.22824 -0.47226
C23 6.73083 -1.83027 -1.72054
C24 6.71375 -3.21603 -1.77876
N4 6.76581 -4.00235 -0.70629
C25 6.86389 -3.40926 0.47939
C26 6.88163 -2.03095 0.65438
H15 5.05296 1.17792 -2.60511
H16 2.58633 1.11304 -2.83555
H17 2.10500 0.27826 1.18725
H18 4.54650 0.32807 1.56749
H19 6.70292 -1.23946 -2.62650
H20 6.66379 -3.71813 -2.73873
H21 6.93090 -4.06549 1.33976
H22 6.96149 -1.59955 1.64289
N5 0.23691 -1.24278 0.27944
C27 0.43248 -2.47066 0.48795
C28 0.14864 -3.01541 1.84132
C29 -0.92264 -2.52599 2.58692
C30 -1.17529 -3.04367 3.84542
C31 -0.35014 -4.03274 4.36506
C32 0.72868 -4.50692 3.63076
C33 0.97977 -4.00527 2.36468
C34 0.95644 -3.34034 -0.59591
C35 0.46805 -4.63950 -0.72571
C36 0.94734 -5.44925 -1.74207
C37 1.92025 -4.97338 -2.61162
C38 2.41121 -3.68153 -2.47794
C39 1.92405 -2.85903 -1.47640
H23 -1.56342 -1.75826 2.17317
H24 -2.01295 -2.67770 4.42315
H25 -0.55190 -4.43993 5.34676
H26 1.37241 -5.27144 4.04357
H27 1.81885 -4.37246 1.78808
H28 -0.28670 -5.00776 -0.04311
H29 0.56803 -6.45589 -1.85186
H30 2.30410 -5.61725 -3.39148
H31 3.18003 -3.32193 -3.14850
H32 2.32790 -1.86282 -1.34492

For the gap between HOMO and LUMO (spin up / spin down), the calculation gives 5.8 / 4.7 eV. The HOMO energy (spin up / spin down) comes out at -12.80 / -12.80 eV. The maximum force is 0.4 eV/Å. The LUMO energy (spin up / spin down) comes out at -6.98 / -8.07 eV. Its charge is +2.